ORCA calculation (ωB97M-V with the def2-TZVPD basis set) on C64H164AsF6N9O9 as an isolated structure in a non-equilibrium geometry.

```
253
Properties=species:S:1:pos:R:3
C 17.874 -27.416 -1.154
C 17.577 -25.918 -1.509
N 16.379 -25.238 -0.853
C 16.111 -23.913 -1.577
C 15.034 -26.095 -1.172
C 13.752 -25.707 -0.382
C 16.447 -25.064 0.678
C 17.765 -24.486 1.299
O 17.996 -23.287 0.571
C 18.703 -22.270 1.328
H 18.882 -27.727 -1.428
H 17.201 -28.044 -1.738
H 17.859 -27.632 -0.085
H 17.523 -25.832 -2.594
H 18.381 -25.267 -1.165
H 15.836 -24.179 -2.598
H 17.016 -23.307 -1.617
H 15.224 -23.408 -1.196
H 15.319 -27.074 -0.786
H 14.825 -26.253 -2.229
H 13.357 -24.727 -0.650
H 14.001 -25.723 0.679
H 13.006 -26.494 -0.490
H 16.159 -26.015 1.125
H 15.754 -24.234 0.821
H 18.591 -25.189 1.189
H 17.499 -24.373 2.350
H 19.758 -22.544 1.304
H 18.453 -22.173 2.385
H 18.656 -21.280 0.873
C 23.105 -7.152 9.803
C 21.694 -7.562 9.339
N 21.536 -8.651 8.234
C 22.112 -10.050 8.848
C 20.084 -8.801 7.781
C 19.088 -9.222 8.849
C 22.516 -8.264 7.032
C 22.413 -6.822 6.447
O 21.072 -6.527 6.014
C 21.044 -5.114 5.673
H 23.609 -8.029 10.210
H 22.906 -6.497 10.651
H 23.759 -6.569 9.156
H 21.156 -6.661 9.044
H 21.067 -7.939 10.148
H 21.447 -10.333 9.664
H 23.114 -10.007 9.275
H 22.019 -10.879 8.146
H 20.080 -9.443 6.900
H 19.763 -7.788 7.537
H 19.140 -8.658 9.781
H 19.253 -10.242 9.196
H 18.059 -9.091 8.515
H 22.320 -9.041 6.292
H 23.545 -8.451 7.337
H 23.247 -6.622 5.775
H 22.488 -6.167 7.316
H 21.758 -4.770 4.925
H 21.252 -4.507 6.554
H 20.049 -4.866 5.303
C 13.777 -21.234 7.385
C 13.918 -22.676 7.989
N 12.783 -23.095 8.882
C 12.580 -22.024 10.013
C 11.436 -23.198 8.071
C 11.408 -24.271 6.985
C 13.386 -24.432 9.521
C 12.325 -25.410 10.158
O 11.570 -24.668 11.073
C 10.905 -25.326 12.081
H 12.977 -21.172 6.648
H 14.751 -21.036 6.939
H 13.799 -20.569 8.248
H 14.775 -22.522 8.644
H 14.241 -23.524 7.384
H 12.209 -21.060 9.666
H 13.595 -21.954 10.404
H 11.898 -22.492 10.723
H 11.101 -22.220 7.726
H 10.741 -23.443 8.874
H 12.164 -24.049 6.232
H 10.444 -24.318 6.478
H 11.461 -25.302 7.337
H 14.044 -24.006 10.279
H 13.932 -25.054 8.812
H 12.867 -26.124 10.778
H 11.730 -25.868 9.367
H 10.426 -26.281 11.869
H 10.137 -24.652 12.459
H 11.579 -25.390 12.936
C 23.194 -20.880 7.662
C 22.875 -19.490 8.268
N 24.182 -18.698 8.630
C 25.136 -18.708 7.388
C 23.744 -17.273 8.877
C 22.773 -17.142 10.063
C 24.883 -19.272 9.935
C 25.949 -18.402 10.590
O 27.144 -18.209 9.697
C 28.311 -17.567 10.237
H 22.266 -21.436 7.530
H 23.854 -21.534 8.232
H 23.545 -20.835 6.631
H 22.356 -19.525 9.226
H 22.352 -18.880 7.532
H 24.591 -18.442 6.482
H 25.653 -19.666 7.337
H 25.853 -17.930 7.650
H 23.306 -16.925 7.941
H 24.666 -16.733 9.092
H 22.565 -16.079 10.178
H 23.109 -17.334 11.082
H 21.787 -17.601 9.985
H 25.242 -20.237 9.577
H 24.036 -19.453 10.596
H 26.244 -18.948 11.487
H 25.587 -17.417 10.884
H 29.185 -18.186 10.033
H 28.266 -17.415 11.316
H 28.416 -16.565 9.822
C 11.034 -11.148 6.313
C 11.270 -11.617 4.874
N 10.719 -13.072 4.544
C 11.038 -14.075 5.682
C 9.128 -13.040 4.398
C 8.535 -14.441 4.052
C 11.411 -13.664 3.238
C 10.887 -13.036 1.846
O 11.220 -11.679 1.777
C 10.604 -11.035 0.750
H 9.976 -11.175 6.575
H 11.203 -10.072 6.306
H 11.694 -11.607 7.049
H 12.350 -11.583 4.733
H 10.830 -10.952 4.130
H 10.809 -15.109 5.424
H 10.493 -13.888 6.607
H 12.115 -14.063 5.852
H 8.916 -12.269 3.658
H 8.801 -12.808 5.412
H 8.817 -15.217 4.764
H 8.663 -14.758 3.017
H 7.462 -14.299 4.185
H 11.038 -14.686 3.163
H 12.476 -13.548 3.441
H 9.862 -13.372 1.685
H 11.357 -13.572 1.023
H 9.552 -10.790 0.896
H 10.800 -11.455 -0.237
H 10.935 -9.997 0.730
C 12.694 -14.008 16.317
C 13.843 -14.916 15.739
N 13.881 -16.472 16.110
C 13.864 -16.609 17.658
C 12.649 -17.110 15.337
C 12.480 -18.636 15.705
C 15.300 -16.992 15.630
C 15.428 -17.202 14.063
O 15.454 -15.930 13.491
C 15.228 -15.921 12.101
H 12.862 -13.706 17.350
H 11.715 -14.487 16.350
H 12.503 -13.109 15.731
H 14.809 -14.412 15.769
H 13.686 -14.864 14.662
H 14.268 -17.605 17.837
H 12.826 -16.510 17.976
H 14.482 -15.844 18.128
H 12.637 -16.938 14.260
H 11.808 -16.513 15.689
H 11.479 -19.002 15.478
H 12.662 -18.917 16.742
H 13.129 -19.355 15.204
H 15.569 -17.834 16.267
H 16.009 -16.223 15.937
H 14.569 -17.760 13.693
H 16.252 -17.847 13.756
H 15.938 -16.522 11.534
H 15.437 -14.929 11.700
H 14.221 -16.276 11.881
C 18.200 -7.608 -2.725
C 18.143 -9.103 -2.505
N 17.761 -9.499 -1.029
C 16.290 -9.161 -0.806
C 18.032 -11.020 -0.772
C 17.030 -12.087 -1.368
C 18.576 -8.661 0.055
C 20.082 -8.647 -0.248
O 20.655 -9.894 0.169
C 22.088 -9.910 -0.128
H 19.086 -7.214 -2.227
H 17.372 -6.975 -2.406
H 18.481 -7.503 -3.773
H 19.075 -9.603 -2.768
H 17.395 -9.538 -3.169
H 15.727 -9.757 -1.524
H 16.203 -8.091 -0.995
H 16.140 -9.332 0.260
H 17.926 -11.094 0.310
H 19.067 -11.142 -1.092
H 16.781 -11.967 -2.423
H 16.071 -11.985 -0.859
H 17.283 -13.115 -1.108
H 18.343 -8.989 1.068
H 18.207 -7.640 -0.041
H 20.576 -7.767 0.163
H 20.199 -8.513 -1.324
H 22.617 -10.713 0.385
H 22.501 -8.987 0.279
H 22.314 -9.793 -1.188
C 16.564 -18.429 -6.351
C 16.065 -19.129 -5.075
C 16.140 -18.337 -3.808
O 15.489 -19.023 -2.776
C 15.623 -18.619 -1.477
N 14.616 -19.628 -5.278
H 14.164 -19.738 -4.381
H 14.018 -18.886 -5.614
H 14.512 -20.410 -5.909
H 17.609 -18.167 -6.187
H 16.017 -17.513 -6.576
H 16.442 -19.074 -7.221
H 16.683 -20.016 -4.939
H 15.638 -17.372 -3.866
H 17.142 -18.097 -3.454
H 15.271 -19.442 -0.856
H 14.967 -17.766 -1.303
H 16.655 -18.383 -1.217
C 23.955 -16.603 0.323
C 25.459 -16.616 -0.072
C 26.090 -17.891 0.573
O 25.654 -19.127 0.075
C 25.913 -20.227 0.935
N 25.607 -16.787 -1.584
H 25.300 -17.719 -1.822
H 25.142 -16.037 -2.074
H 26.581 -16.669 -1.823
H 23.766 -16.639 1.396
H 23.377 -17.384 -0.173
H 23.507 -15.695 -0.081
H 25.978 -15.700 0.212
H 25.864 -17.806 1.636
H 27.148 -17.741 0.360
H 25.661 -21.138 0.393
H 25.173 -20.114 1.726
H 26.941 -20.216 1.299
As 18.298 -14.732 4.737
F 17.270 -13.271 4.779
F 17.543 -15.228 3.153
F 19.294 -16.250 4.702
F 19.054 -14.433 6.304
F 17.063 -15.588 5.682
F 19.498 -13.723 3.918
```

Its HOMO energy is -19.98 eV. As for the max |F|: 3.2 eV/A. For the electronic energy, the calculation gives -6538.52206 Eh. As for the spin multiplicity: 1. As for the total charge: +8.